# 1
{"formula": "C10H32BCdN3P2S", "method": "ωB97M-V with the def2-TZVPD basis set", "species": ["Cd", "H", "H", "P", "P", "C", "H", "H", "H", "C", "H", "H", "H", "C", "H", "H", "H", "C", "H", "H", "H", "C", "H", "H", "H", "C", "H", "H", "H", "H", "H", "H", "H", "B", "N", "H", "H", "C", "N", "C", "C", "N", "C", "S", "H", "H", "H", "H", "H", "H"], "positions_angstrom": [[-0.291675, 0.251291, 0.126261], [0.954563, 0.421624, -3.442283], [-1.344416, -0.021375, -1.859382], [0.338674, -2.223094, -0.723438], [0.320562, 2.721649, -0.676733], [2.008630, 3.420246, -0.485179], [1.970684, 4.517500, -0.403306], [2.482751, 3.015782, 0.423512], [2.639838, 3.146110, -1.343061], [-0.213019, 3.305392, -2.323261], [-1.300571, 3.438369, -2.372557], [0.268725, 4.268095, -2.537139], [0.100120, 2.586943, -3.103163], [-0.647437, 3.754854, 0.482998], [-0.505421, 3.402278, 1.519162], [-0.330354, 4.804447, 0.416080], [-1.717189, 3.678733, 0.249221], [0.927596, -2.855864, -2.339736], [0.901805, -3.955150, -2.353624], [0.316892, -2.477137, -3.170575], [1.965392, -2.533106, -2.507814], [1.500890, -3.021233, 0.450741], [1.220576, -2.799145, 1.490829], [1.507831, -4.112363, 0.308733], [2.518259, -2.635518, 0.284250], [-1.206435, -3.159728, -0.411918], [-1.913059, -3.038344, -1.246570], [-0.982586, -4.228994, -0.289702], [-1.691172, -2.788020, 0.506277], [-2.483353, -0.643538, -2.922086], [-2.319566, 0.988999, -2.768684], [-0.868493, 1.140373, -4.590078], [-0.599998, -0.994652, -4.330911], [-0.813579, 0.115698, -3.991134], [-1.804285, 0.111318, -2.791214], [1.634594, 0.592734, -3.741292], [1.477985, 0.301016, 0.073142], [-1.343488, -2.188157, 3.867897], [-0.558151, -0.969804, 3.943787], [0.493982, -0.742771, 4.829069], [1.063200, 0.438260, 4.469793], [0.394838, 0.890435, 3.345005], [-0.662089, 0.057726, 3.046807], [-1.980844, 0.239115, 1.992170], [-2.396047, -1.949538, 3.688496], [-0.994653, -2.833724, 3.048748], [-1.244744, -2.731048, 4.806874], [0.711548, -1.438684, 5.606399], [1.865692, 0.997329, 4.920627], [0.626995, 1.734674, 2.827963]], "forces_ev_per_angstrom": [[1.562, 0.100, -0.061], [0.001, -0.017, -0.043], [-0.468, -0.064, -0.396], [-0.810, -0.440, -0.406], [-1.033, 0.384, -0.460], [0.224, -0.413, 0.115], [-0.153, -0.359, -0.105], [-0.166, 0.083, -0.331], [-0.236, 0.006, 0.265], [0.435, 0.303, -0.382], [0.204, -0.081, 0.093], [-0.235, -0.085, -0.069], [-0.157, 0.302, 0.406], [0.078, 0.299, 0.151], [-0.072, 0.182, -0.357], [-0.183, -0.192, 0.104], [0.263, -0.016, 0.077], [0.096, -0.092, -0.141], [0.014, 0.242, 0.089], [0.169, -0.039, 0.343], [-0.323, -0.009, 0.074], [0.194, 0.249, 0.099], [0.059, -0.011, -0.295], [-0.080, 0.327, -0.044], [-0.356, -0.061, 0.074], [-0.024, -0.485, 0.078], [0.231, -0.010, 0.228], [-0.224, 0.177, -0.066], [0.179, -0.108, -0.323], [0.124, 0.195, 0.332], [0.009, -0.095, 0.168], [0.118, -0.150, -0.194], [0.150, -0.059, -0.375], [-0.479, 0.033, -0.135], [-0.574, -0.040, 0.090], [0.805, 0.149, 0.119], [0.516, -0.102, 1.007], [-0.356, -0.330, -0.041], [0.378, 0.775, -0.487], [-0.279, 0.756, -0.880], [-0.122, -0.530, -0.129], [-1.112, -0.349, 0.142], [1.310, -0.343, 1.718], [0.166, 0.207, -0.734], [0.252, -0.014, 0.117], [-0.007, 0.265, 0.210], [-0.020, 0.092, -0.054], [0.144, -0.128, 0.305], [0.029, -0.118, -0.116], [-0.241, -0.387, 0.216]], "mulliken_spin": [0.037, -0.035, 0.029, 0.006, 0.001, 0.005, 0.001, 0.000, 0.000, -0.002, -0.001, 0.001, 0.012, 0.000, 0.000, 0.000, 0.000, 0.002, 0.001, 0.000, 0.003, 0.001, 0.000, 0.000, 0.000, -0.002, 0.001, 0.000, 0.000, 0.023, 0.016, 0.001, 0.005, 0.645, 0.072, 0.171, 0.000, 0.000, 0.001, 0.000, 0.001, 0.001, 0.000, 0.006, 0.000, 0.000, 0.000, 0.000, 0.000, 0.000], "homo_energy_ha": [-0.2766, -0.3687], "homo_lumo_gap_ev": [4.53, 7.08], "e_lumo_ha": [-0.1103, -0.1087], "s_squared": 0.753, "total_charge": 1, "spin_multiplicity": 2, "de_lowest_kj_mol": 0.00}

***

# 2
{"formula": "C10H32N12O24PS2", "method": "ωB97M-V with the def2-TZVPD basis set", "species": ["N", "P", "S", "O", "O", "N", "S", "O", "O", "C", "O", "N", "O", "H", "H", "H", "H", "H", "C", "N", "O", "O", "H", "H", "H", "C", "N", "O", "O", "H", "H", "H", "C", "N", "O", "O", "H", "H", "H", "C", "N", "O", "O", "H", "H", "H", "C", "N", "O", "O", "H", "H", "H", "C", "N", "O", "O", "H", "H", "H", "C", "N", "O", "O", "H", "H", "H", "C", "N", "O", "O", "H", "H", "H", "C", "N", "O", "O", "H", "H", "H"], "positions_angstrom": [[1.950387, -1.183882, 2.824141], [1.390788, -1.077337, 1.370440], [0.890456, 1.006552, 0.842797], [1.224143, 1.753618, 2.036220], [-0.530419, 0.989435, 0.571772], [1.738933, 1.660535, -0.381737], [2.294241, 0.644392, -1.458506], [1.435437, -0.491961, -1.749734], [2.539478, 1.417888, -2.657558], [3.939477, 0.156723, -0.898891], [4.493940, -0.848573, -1.720963], [4.568548, -2.065458, -1.001124], [4.776846, -2.962927, -1.715522], [2.873172, -1.592911, 2.813804], [0.184802, -1.764396, 1.172164], [2.317532, -1.634071, 0.476797], [4.551806, 1.053162, -0.974313], [3.914346, -0.118952, 0.156044], [1.534079, -2.199791, -4.668459], [0.471056, -3.222088, -4.865334], [-0.190818, -3.169496, -5.884301], [0.327396, -4.049093, -3.988946], [1.537999, -1.539836, -5.527388], [1.302070, -1.650903, -3.755484], [2.480845, -2.723107, -4.574578], [3.498611, -3.418299, 6.482010], [3.842772, -2.744371, 5.201129], [3.220154, -3.059222, 4.217781], [4.735188, -1.914178, 5.241580], [2.695351, -4.119898, 6.292306], [4.392476, -3.924690, 6.833850], [3.189771, -2.647779, 7.181558], [-1.377756, 1.230206, -2.528473], [-2.282836, 1.993135, -3.427055], [-1.877899, 3.025920, -3.923903], [-3.391103, 1.530222, -3.619215], [-0.430204, 1.751604, -2.455203], [-1.853662, 1.158455, -1.553547], [-1.246821, 0.245800, -2.968780], [-3.287187, -2.495704, -2.320319], [-2.914543, -1.705009, -1.112927], [-1.751802, -1.713422, -0.770550], [-3.808853, -1.100186, -0.557351], [-2.393523, -2.975035, -2.704950], [-4.026171, -3.228359, -2.011710], [-3.710835, -1.807244, -3.045878], [-2.692076, 5.752286, -4.921797], [-3.585944, 6.651411, -5.703093], [-4.210265, 7.501685, -5.102415], [-3.633566, 6.471939, -6.903723], [-2.753900, 6.029337, -3.876818], [-3.029949, 4.734270, -5.074133], [-1.684661, 5.883558, -5.303834], [-0.676039, 1.831871, 4.665231], [-0.822481, 0.808769, 5.739848], [-0.340751, -0.283667, 5.567592], [-1.431227, 1.143332, 6.748228], [-0.118581, 1.408248, 3.836643], [-1.678160, 2.117017, 4.356196], [-0.148636, 2.677365, 5.096234], [-3.929486, 3.385029, 7.485391], [-3.677843, 4.128354, 6.221859], [-4.372029, 3.867202, 5.262205], [-2.787418, 4.952313, 6.241319], [-4.744143, 2.690748, 7.319524], [-3.012920, 2.858931, 7.737109], [-4.184091, 4.116746, 8.246300], [7.176243, -4.338720, 3.120874], [6.248684, -3.476760, 2.338341], [6.702515, -2.462482, 1.850417], [5.102265, -3.854842, 2.248829], [8.157100, -3.879005, 3.116397], [6.779282, -4.408624, 4.128842], [7.194319, -5.313401, 2.643087], [-5.149235, 0.308826, -6.370028], [-5.479977, -0.869340, -5.522639], [-4.594920, -1.667359, -5.290220], [-6.620831, -0.953003, -5.122004], [-4.104724, 0.247161, -6.649618], [-5.792547, 0.273317, -7.243932], [-5.341677, 1.198012, -5.777901]], "forces_ev_per_angstrom": [[-0.558, 0.253, -0.262], [0.951, -0.922, 1.007], [-0.600, 1.614, 0.237], [0.441, -0.260, 0.042], [-0.126, -0.409, -0.517], [0.194, -1.492, 0.732], [-1.034, 1.678, -2.376], [0.365, -0.763, 1.101], [0.609, 0.046, 0.098], [0.213, 0.183, 0.485], [-0.147, -0.240, 0.050], [-0.273, -0.237, -0.172], [0.149, 0.350, 0.151], [0.166, 0.179, 0.122], [-0.206, 0.465, -0.360], [-0.407, 0.158, -0.539], [-0.135, 0.084, -0.173], [0.008, -0.317, -0.049], [-0.026, 0.232, 0.005], [0.040, 0.035, -0.054], [-0.021, -0.005, 0.016], [-0.015, -0.006, -0.004], [-0.060, -0.044, -0.041], [0.122, -0.096, 0.064], [-0.030, -0.038, 0.141], [-0.150, -0.048, 0.037], [-0.102, 0.036, 0.013], [0.257, -0.348, 0.251], [0.083, -0.119, -0.015], [-0.013, 0.024, -0.052], [0.034, 0.079, 0.037], [0.069, 0.023, 0.011], [0.228, 0.083, 0.114], [0.107, -0.107, 0.092], [-0.053, -0.042, 0.003], [-0.121, -0.008, -0.140], [-0.016, 0.030, -0.036], [-0.005, -0.064, -0.004], [-0.039, -0.032, 0.053], [0.149, -0.003, -0.086], [-0.003, -0.071, -0.092], [-0.009, -0.026, 0.039], [0.005, -0.003, 0.024], [0.021, 0.015, 0.041], [-0.076, 0.062, -0.009], [-0.069, -0.027, 0.057], [-0.063, 0.100, 0.115], [0.059, 0.002, 0.052], [-0.015, 0.007, -0.027], [-0.013, 0.007, -0.010], [-0.039, 0.031, -0.006], [0.060, -0.022, -0.069], [-0.013, -0.079, -0.077], [0.059, -0.143, -0.196], [0.000, 0.054, -0.046], [-0.028, -0.016, 0.050], [-0.059, 0.086, 0.035], [0.067, -0.047, 0.057], [-0.012, 0.063, 0.080], [-0.078, 0.032, 0.047], [-0.054, -0.153, 0.080], [-0.005, -0.035, 0.019], [0.020, 0.012, -0.016], [-0.003, 0.015, -0.004], [-0.001, 0.012, -0.074], [0.034, 0.045, -0.019], [0.086, 0.038, -0.004], [0.149, 0.041, 0.033], [-0.012, 0.102, -0.011], [-0.011, -0.023, -0.031], [0.058, -0.044, -0.076], [-0.017, 0.043, -0.020], [-0.055, -0.046, -0.020], [-0.080, -0.024, 0.038], [0.185, 0.063, -0.054], [0.035, 0.060, -0.035], [-0.027, -0.008, 0.005], [-0.023, -0.028, 0.006], [0.018, -0.043, 0.056], [-0.091, 0.011, 0.063], [-0.051, -0.014, 0.015]], "lowdin_charge": [-0.295, 0.704, 0.375, -0.394, -0.391, -0.331, 0.434, -0.374, -0.343, -0.271, -0.106, -0.023, 0.069, -0.063, -0.005, -0.026, 0.114, 0.088, 0.054, -0.453, 0.048, 0.053, 0.094, 0.074, 0.101, 0.046, -0.434, 0.036, 0.047, 0.094, 0.091, 0.100, 0.053, -0.424, 0.056, 0.046, 0.086, 0.090, 0.100, 0.053, -0.445, 0.049, 0.062, 0.089, 0.101, 0.072, 0.034, -0.455, 0.057, 0.049, 0.097, 0.076, 0.104, 0.061, -0.443, 0.079, 0.011, 0.061, 0.101, 0.105, 0.038, -0.454, 0.063, 0.056, 0.094, 0.079, 0.095, 0.043, -0.447, 0.062, 0.058, 0.091, 0.092, 0.097, 0.041, -0.444, 0.052, 0.066, 0.094, 0.096, 0.095], "homo_energy_ha": -0.2195, "homo_lumo_gap_ev": 7.86, "e_lumo_ha": 0.0695, "total_charge": -1, "spin_multiplicity": 1}

***

# 3
{"formula": "C10H33BO5Pt", "method": "ωB97M-V with the def2-TZVPD basis set", "species": ["Pt", "B", "H", "H", "H", "H", "C", "C", "O", "H", "H", "H", "H", "H", "C", "C", "O", "H", "H", "H", "H", "H", "H", "C", "C", "O", "H", "H", "H", "H", "H", "H", "C", "C", "O", "H", "H", "H", "H", "H", "H", "C", "C", "O", "H", "H", "H", "H", "H", "H"], "positions_angstrom": [[-10.795138, 3.282407, 24.853755], [-9.519928, 2.551789, 23.014064], [-9.406811, 2.041552, 24.015751], [-9.736148, 3.649335, 23.180445], [-8.617193, 2.413583, 22.344657], [-10.480197, 2.162319, 22.543818], [-10.681495, 5.799930, 28.218942], [-11.905531, 5.472944, 27.401990], [-11.688759, 4.442330, 26.496590], [-10.352685, 4.939146, 28.799488], [-10.944759, 6.613537, 28.906358], [-9.894759, 6.257919, 27.618080], [-12.293519, 6.371121, 26.896056], [-12.739744, 5.239320, 28.080607], [-14.239806, 5.350083, 22.400274], [-13.742223, 4.702307, 23.668103], [-12.348348, 4.438082, 23.560875], [-13.921394, 6.391593, 22.350020], [-15.321035, 5.253559, 22.297361], [-13.848478, 4.867071, 21.500870], [-14.239259, 3.773348, 23.948503], [-13.873546, 5.385337, 24.511426], [-11.966431, 4.911864, 22.816972], [-11.179852, -0.292609, 23.882119], [-12.088679, 0.153060, 25.000768], [-12.181706, 1.570654, 25.166517], [-11.361949, 0.225727, 22.943999], [-11.531567, -1.297505, 23.628130], [-10.164768, -0.333353, 24.266009], [-11.732669, -0.394913, 25.874058], [-13.102025, -0.228514, 24.846099], [-12.783288, 1.785925, 25.889432], [-10.169153, 0.380568, 27.931485], [-9.824818, 1.844810, 27.796366], [-9.524102, 2.234654, 26.442759], [-11.236154, 0.179364, 27.894646], [-9.792776, 0.031782, 28.898266], [-9.561336, -0.246774, 27.275261], [-9.003022, 2.004248, 28.499364], [-10.636858, 2.473330, 28.159333], [-8.641487, 1.870940, 26.307640], [-7.099805, 5.247192, 27.188006], [-7.364001, 4.577904, 25.807192], [-8.698729, 4.659708, 25.402679], [-7.900851, 5.005525, 27.882504], [-7.080167, 6.320828, 26.973609], [-6.116402, 5.114740, 27.640260], [-7.117541, 3.522041, 25.926571], [-6.675813, 4.993258, 25.069086], [-8.983384, 5.506261, 25.048745]], "forces_ev_per_angstrom": [[0.222, 1.178, 1.408], [-0.912, -0.346, -1.070], [0.641, -1.563, 2.193], [0.111, 3.064, -0.172], [1.680, -0.188, -0.772], [-1.402, -0.905, -1.322], [-0.300, 1.181, 0.348], [-0.057, -0.418, -1.038], [-0.589, -1.195, -0.090], [0.248, -0.003, -0.137], [-0.048, -0.174, 0.319], [0.188, -0.561, -0.166], [0.310, 0.352, -0.130], [0.029, -0.377, 0.210], [-0.211, -0.304, -0.514], [0.094, 0.444, 0.533], [0.402, -0.233, -0.280], [-0.237, 0.074, 0.074], [-0.040, 0.358, 0.213], [0.157, -0.222, 0.139], [0.013, -0.089, -0.348], [-0.097, -0.042, 0.036], [0.047, -0.084, -0.063], [-0.985, -0.417, -0.120], [-0.542, -0.965, -0.167], [-0.405, -0.188, 0.320], [0.610, 0.526, 0.232], [0.353, -0.272, 0.341], [0.211, 0.237, -0.703], [0.010, 0.610, 0.459], [-0.090, 0.210, -0.219], [0.057, 0.060, 0.053], [0.510, -0.515, 0.673], [-0.523, 0.094, 0.490], [0.671, -0.694, 1.558], [0.077, -0.215, -0.325], [-0.410, 0.157, 0.258], [-0.432, 0.091, -0.531], [0.417, 0.527, -0.544], [-0.052, 0.113, -0.354], [-0.047, 0.191, -0.775], [-0.223, 0.908, -1.119], [1.197, -0.033, 1.277], [-0.505, 0.097, -0.032], [0.085, 0.034, 0.057], [-0.502, 0.148, 0.373], [0.010, -0.740, -0.213], [-0.197, -0.122, -0.377], [-0.048, -0.036, -0.142], [0.504, 0.245, 0.157]], "mulliken_spin": [1.469, 0.037, 0.077, 0.007, 0.013, 0.006, -0.002, 0.020, 0.074, 0.001, 0.000, 0.000, -0.001, 0.001, 0.002, 0.002, 0.050, 0.000, 0.001, 0.000, 0.001, 0.000, -0.011, 0.004, 0.006, 0.066, 0.000, 0.001, 0.000, 0.004, 0.001, -0.005, 0.000, 0.011, 0.099, 0.000, 0.000, 0.000, 0.000, 0.004, 0.004, 0.002, 0.004, 0.053, 0.000, 0.000, 0.001, 0.000, 0.000, -0.004], "homo_energy_ha": [-0.2698, -0.2646], "homo_lumo_gap_ev": [7.79, 7.23], "e_lumo_ha": [0.0165, 0.0012], "s_squared": 2.003, "total_charge": 0, "spin_multiplicity": 3, "de_lowest_kj_mol": 97.10}